The following is a DFT calculation (wB97M-V/def2-TZVPD) of a molecular structure, C20H30NPV at a distorted geometry.

- total energy (hartree) = -2119.99642
- 2S+1 = 4
- HOMO level (spin up / spin down) (eV) = -7.31 / -7.50
- ⟨S²⟩ = 3.79
- LUMO (spin up / spin down) (eV) = 0.746 / -2.197

Each line ends with the Mulliken spin population.
Atoms and positions in Å:
C (-2.694, 0.454, -3.821)  0.01
C (-2.497, -0.774, -3.176)  -0.01
C (-1.794, -0.841, -1.956)  -0.15
C (-1.273, 0.330, -1.355)  -0.02
C (-1.451, 1.560, -2.047)  -0.01
C (-2.159, 1.623, -3.261)  -0.01
C (-1.575, -2.171, -1.267)  0.05
C (-0.113, -2.642, -1.090)  0.00
N (0.934, -1.588, -0.839)  -0.06
V (0.115, 0.246, 0.278)  2.35
C (-0.754, 2.781, -1.474)  0.02
P (0.906, 2.156, -0.902)  0.05
H (-2.893, -1.695, -3.624)  0.00
H (-2.283, 2.583, -3.776)  0.00
H (-3.246, 0.499, -4.766)  0.00
H (-1.270, 3.155, -0.569)  0.00
H (-0.666, 3.615, -2.194)  0.00
H (-2.031, -2.113, -0.267)  -0.01
H (-2.102, -2.975, -1.812)  0.00
H (-0.080, -3.337, -0.236)  0.00
C (1.634, 3.500, 0.126)  0.01
C (1.906, 2.245, -2.458)  0.01
H (0.216, -3.213, -1.981)  0.00
C (1.490, -1.152, -2.143)  0.04
C (2.027, -2.182, -0.030)  0.04
H (-0.556, 1.388, 1.111)  -0.11
H (1.982, -2.005, -2.655)  0.01
H (0.676, -0.766, -2.773)  0.00
H (2.231, -0.360, -1.966)  -0.01
H (2.560, -2.928, -0.637)  0.00
H (2.735, -1.398, 0.309)  -0.01
H (1.588, -2.690, 0.842)  0.00
H (1.923, 3.281, -2.841)  0.00
H (2.941, 1.912, -2.271)  0.00
H (1.446, 1.590, -3.214)  0.00
H (1.786, 4.423, -0.460)  0.00
H (0.955, 3.699, 0.970)  0.00
H (2.601, 3.159, 0.534)  0.00
H (1.283, 0.228, 1.441)  -0.06
C (-0.861, -1.115, 1.691)  0.59
C (-0.490, -0.808, 3.119)  -0.05
C (0.212, -1.752, 3.892)  0.14
C (0.548, -1.470, 5.219)  -0.06
C (0.185, -0.247, 5.789)  0.14
C (-0.517, 0.694, 5.032)  -0.07
C (-0.854, 0.417, 3.703)  0.12
H (-0.583, -2.158, 1.484)  0.03
H (-1.963, -1.014, 1.607)  0.02
H (0.501, -2.706, 3.469)  0.00
H (1.089, -2.200, 5.807)  0.00
H (0.444, -0.031, 6.817)  0.01
H (-0.802, 1.639, 5.476)  0.00
H (-1.408, 1.156, 3.143)  0.00